No. 1
Formula: C50H60N6O4PY
Source: OMol25
Level of theory: ωB97M-V/def2-TZVPD

Cartesian coordinates (Å):
H: 8.36 7.50 10.53
C: 14.29 8.32 15.61
N: 12.26 14.64 10.23
C: 12.88 12.07 8.86
O: 15.22 13.23 14.14
C: 14.05 18.93 10.89
H: 9.63 4.05 11.89
H: 13.76 18.40 11.81
H: 16.20 6.53 17.63
H: 10.03 7.73 12.65
H: 14.42 8.98 14.71
C: 9.85 17.78 13.88
H: 8.55 7.98 13.60
P: 17.16 8.59 15.85
H: 14.62 15.65 6.41
C: 15.44 8.02 16.41
C: 10.04 10.41 11.60
C: 8.22 7.22 11.60
H: 6.16 16.79 15.74
C: 18.38 8.70 17.29
H: 10.92 17.75 14.01
H: 12.22 7.89 15.23
H: 19.41 9.06 16.89
H: 5.99 11.67 15.10
C: 8.18 10.58 12.98
H: 14.49 13.31 8.11
C: 6.63 16.77 14.77
C: 9.42 19.13 13.17
C: 13.13 18.22 9.82
H: 7.04 17.77 14.69
C: 12.02 15.95 10.57
C: 9.40 16.49 13.06
N: 22.47 14.62 19.06
H: 7.12 7.22 11.77
C: 15.28 6.96 17.35
H: 14.74 9.52 7.47
H: 11.83 8.82 6.51
H: 7.11 14.80 14.97
C: 17.62 4.67 13.25
H: 12.26 7.86 9.37
N: 9.74 14.39 11.97
C: 13.30 14.57 9.37
C: 6.66 10.84 15.06
C: 10.93 9.78 10.68
C: 12.65 8.46 8.54
C: 12.91 7.07 17.11
H: 7.59 11.18 15.53
H: 15.61 11.95 9.19
H: 8.53 6.17 11.68
C: 7.65 15.72 14.73
H: 13.59 7.94 8.29
H: 11.53 7.18 7.18
N: 16.34 13.51 14.54
C: 13.11 16.71 9.99
H: 8.41 19.10 12.92
O: 12.87 11.93 13.46
H: 20.11 7.17 16.23
H: 18.89 7.93 17.84
H: 15.69 17.06 6.71
H: 5.91 16.71 13.99
C: 13.92 15.84 9.26
H: 8.36 15.91 15.54
H: 14.85 11.22 6.78
H: 11.08 17.48 11.56
C: 8.39 15.58 13.45
C: 8.72 11.87 12.61
C: 9.00 8.12 12.58
H: 19.44 4.25 14.34
C: 13.55 13.28 8.77
C: 14.04 6.47 17.67
C: 15.10 16.29 8.52
H: 11.94 6.68 17.38
C: 13.39 10.83 8.34
H: 15.09 18.61 10.79
H: 6.24 10.01 15.63
C: 13.06 7.77 15.91
Y: 11.84 12.99 11.96
H: 15.74 5.38 12.45
H: 10.97 8.68 10.74
H: 15.77 15.41 8.69
C: 8.07 13.06 12.99
C: 11.03 16.40 11.35
N: 11.79 11.91 9.70
C: 21.53 13.74 18.62
C: 11.74 10.55 9.83
H: 13.94 19.99 11.17
H: 19.17 5.83 16.07
O: 16.84 12.77 15.55
C: 9.05 9.65 12.42
C: 16.55 6.55 14.14
H: 14.00 17.23 6.91
H: 10.61 8.49 7.67
C: 14.69 10.60 7.66
C: 18.41 5.81 15.29
H: 13.53 18.51 8.76
C: 10.11 15.75 12.15
H: 17.85 3.89 12.57
H: 13.90 5.55 18.22
C: 14.83 16.54 7.06
C: 8.61 14.31 12.79
H: 9.46 17.65 14.91
C: 11.63 8.22 7.39
C: 16.50 5.48 13.22
H: 15.59 10.25 9.58
O: 10.47 4.23 11.36
H: 15.51 17.23 8.97
H: 10.03 19.32 12.27
H: 13.84 12.15 14.05
H: 12.10 18.54 9.77
H: 16.74 10.83 8.25
C: 18.58 4.87 14.27
C: 15.76 10.93 8.75
H: 9.53 19.98 13.84
C: 6.86 10.40 13.58
N: 9.80 11.75 11.68
H: 6.48 9.38 13.34
C: 17.40 6.77 15.21
C: 12.60 9.89 8.86
H: 18.06 9.70 17.84
H: 6.24 10.97 12.91
H: 7.17 12.81 13.51
H: 15.75 7.25 13.92

Summary:
Charge   -2
Gap between HOMO and LUMO (alpha / beta)   4.2 / 2.2 eV
E_HOMO (alpha / beta)   -2.11 / -2.11 eV
E   -80273.875 eV
Lowest unoccupied orbital energy (alpha / beta)   2.13 / 0.13 eV



No. 2
Formula: C50H63Cl2CuN5O3
Source: OMol25
Level of theory: ωB97M-V/def2-TZVPD

Cartesian coordinates (Å):
H: -3.91 3.83 3.82
H: -4.22 -0.86 -2.50
H: -5.96 -3.64 -0.95
H: 2.39 -1.01 4.40
H: 2.88 -4.35 -3.05
H: 5.06 4.26 7.09
C: -1.56 -3.56 -2.38
H: -5.84 -2.94 1.41
C: 1.74 0.54 0.74
H: 0.04 3.28 2.04
C: -5.18 -0.48 -2.14
C: -7.18 -1.22 -0.78
H: -6.02 -1.99 -6.54
O: 2.26 3.71 3.20
H: -0.71 -2.69 -0.12
Cu: -1.09 -0.09 -3.45
H: -4.99 -2.29 -4.18
H: 8.11 -2.71 1.48
C: 2.98 0.48 0.12
C: -6.61 -1.06 0.62
H: -7.41 -1.14 1.35
C: 3.12 0.73 -1.37
N: -0.16 -3.54 -1.90
H: -7.66 -2.93 -2.81
H: 3.57 -3.90 1.24
C: 2.25 0.14 -2.33
H: 2.53 1.43 -6.11
H: 4.71 -0.28 3.00
C: 4.34 -3.53 0.58
H: 5.07 2.39 -3.66
H: 3.31 0.40 4.99
H: 4.05 3.70 4.99
Cl: -0.69 4.93 -0.24
H: 1.63 -2.50 0.66
H: 0.65 0.47 2.62
H: -7.49 -0.30 -1.29
H: -2.26 -3.52 -1.56
H: 1.72 -0.10 -4.48
C: 3.47 1.57 -5.58
O: -1.54 -0.51 -1.03
H: -2.82 4.34 5.94
H: 4.67 -2.29 -2.61
C: 3.98 4.24 7.05
C: -0.57 3.46 2.92
H: -4.69 -1.71 0.95
H: 1.53 0.50 4.63
C: 7.79 -2.17 0.58
C: -2.24 4.05 5.07
C: 2.50 0.08 4.34
C: -1.98 3.40 2.86
C: 4.20 1.49 -1.91
C: -6.82 -2.64 -6.18
H: -2.98 0.25 0.19
H: -1.39 1.11 0.24
H: -5.41 -4.28 -5.68
H: 7.84 -1.11 0.82
C: -1.89 0.14 0.15
H: 6.92 -1.79 -1.64
C: 5.64 -3.17 0.97
C: -5.41 -2.71 -0.81
H: 1.41 5.29 -2.16
C: 4.10 0.18 0.95
H: -0.16 2.90 -1.35
C: -5.62 -2.19 0.65
H: -4.35 -2.87 -1.02
C: 4.31 1.70 -3.32
H: -5.78 0.08 -2.85
N: 3.41 1.13 -4.15
C: 4.87 -2.57 -1.59
C: -6.73 -2.39 -3.00
H: 1.84 3.63 -2.71
H: -7.05 -1.50 -3.55
Cl: 2.51 3.95 -0.47
H: -6.24 -0.04 0.65
H: 8.52 -2.41 -0.19
O: -1.04 4.65 7.55
C: 0.84 -4.00 -2.72
C: -2.83 3.80 3.86
C: 6.14 -2.33 -1.12
C: 1.44 4.24 -1.89
C: 0.07 3.73 4.13
C: 0.13 -3.09 -0.66
C: 2.39 0.33 -3.75
C: 3.93 -3.21 -0.70
H: 1.41 -0.44 -1.97
H: -7.95 -1.99 -0.76
N: 2.72 0.28 2.90
H: 1.25 4.57 8.94
H: 6.01 -3.36 1.97
H: -1.62 -4.50 -2.95
N: 6.48 -2.60 0.18
H: -7.17 -3.13 -7.08
H: 0.55 -4.20 -3.74
H: 3.79 2.61 -5.63
H: -7.56 -2.06 -5.62
C: -6.21 -3.72 -5.20
H: -1.70 -2.67 -2.99
H: -5.13 -3.80 -3.33
C: 1.82 4.35 8.05
H: 3.68 4.68 9.17
C: 2.16 -3.99 -2.33
C: 3.24 4.44 8.21
H: -2.40 3.27 1.88
H: 4.97 1.93 -1.29
C: 3.95 0.09 2.32
C: 1.22 4.26 6.78
H: -1.49 -0.35 1.04
C: -0.76 4.06 5.21
C: 3.44 3.94 5.85
C: -5.70 -3.07 -3.91
N: -6.09 -1.66 -1.76
C: 1.55 3.87 4.20
C: 2.10 4.04 5.68
H: 0.83 0.73 0.19
H: -6.88 -4.48 -4.81
C: 2.53 -3.41 -1.14
H: -4.97 0.19 -1.31
C: 1.62 0.52 2.15
H: -0.64 4.18 -2.51
C: 1.45 -2.98 -0.29
H: 5.10 0.15 0.56
C: -0.06 3.96 -1.61
H: 4.27 0.96 -5.99
C: -0.25 4.38 6.59

Summary:
Charge   +6
Gap between HOMO and LUMO (alpha / beta)   5.8 / 5.6 eV
Multiplicity   2
E_HOMO (alpha / beta)   -21.15 / -21.15 eV
E   -136077.673 eV
⟨S²⟩   0.759
Lowest unoccupied orbital energy (alpha / beta)   -15.38 / -15.51 eV



No. 3
Formula: C50H63N13
Source: OMol25
Level of theory: ωB97M-V/def2-TZVPD

Cartesian coordinates (Å):
C: 1.36 -0.66 4.96
N: -0.03 2.66 -5.94
C: 0.35 0.27 -1.08
H: -5.87 -5.72 -1.27
H: -4.57 -3.39 -1.67
C: -4.28 0.27 -1.68
C: -0.98 1.23 0.45
H: -1.98 -2.50 3.09
H: 0.98 0.20 -1.95
H: -3.01 3.17 3.27
C: -4.13 -1.25 -3.34
H: 0.18 -3.69 -2.41
H: 0.43 3.25 -6.60
H: 4.94 1.76 -4.57
C: -1.01 -0.13 0.66
C: 1.43 4.08 3.25
C: 0.99 4.55 4.45
C: -0.60 1.00 -4.61
C: 2.56 -3.28 2.33
C: 3.83 1.73 1.12
H: -0.63 0.11 -4.02
H: -6.01 -0.14 -2.99
H: -2.23 0.13 -1.20
C: -3.73 5.03 0.82
N: 5.11 0.12 0.28
C: -1.60 -3.51 3.11
H: 2.97 2.31 1.39
C: 0.03 4.00 -2.62
H: 1.48 1.26 -5.39
C: -1.07 4.27 -1.84
H: -4.17 1.84 1.50
N: 2.08 4.98 5.16
C: -4.22 3.76 0.42
H: 5.41 2.52 2.46
C: -1.35 2.85 -5.62
H: -1.63 -0.63 1.39
C: -4.56 -5.88 0.49
H: 0.25 -6.00 2.51
H: -1.52 2.05 0.89
H: -4.37 -1.88 -4.18
H: 2.75 -3.09 3.37
H: 2.31 1.91 6.80
H: 2.37 -4.92 -0.52
H: 0.12 2.32 -1.01
C: 2.63 -4.47 1.65
C: -0.21 -0.74 -0.33
C: -2.12 -4.50 4.00
H: 0.02 4.66 4.91
H: 2.10 4.17 -2.14
H: 4.16 5.14 4.79
C: -4.99 -0.33 -2.68
C: 3.99 0.42 -3.20
H: 3.52 4.11 2.41
C: -0.61 -4.12 2.37
C: -3.92 2.88 1.41
C: 0.78 -3.11 -4.49
H: 1.52 0.35 2.99
H: -2.66 5.54 2.73
H: -3.05 -5.16 1.76
H: 0.11 3.55 -3.59
H: 2.27 2.35 4.43
C: -4.41 -4.10 -0.87
H: 2.20 -2.21 -0.70
C: 0.52 -3.78 -5.72
C: 2.00 1.15 6.10
H: -1.90 3.65 -6.09
H: -1.19 5.15 0.22
H: -0.92 -5.62 -3.56
H: -0.09 -1.79 -0.50
N: -3.24 3.56 2.37
H: 2.80 -5.48 2.01
H: -4.59 0.94 -0.90
N: -0.46 -5.39 2.85
H: 2.27 -1.31 1.61
C: 5.00 1.41 -3.55
H: -1.88 -1.42 -3.06
H: 1.50 5.04 0.10
H: 4.77 2.28 -2.93
C: 3.20 4.86 4.40
C: -1.39 -5.66 3.82
H: -4.81 -6.75 1.08
C: 1.60 -0.15 6.27
C: 0.21 -3.83 -3.48
C: 2.81 4.33 3.19
N: 3.18 -0.34 -2.93
C: 5.85 0.74 1.25
C: 3.88 0.70 0.21
H: 1.61 -0.68 7.20
H: -1.51 -6.65 4.20
H: -2.08 4.07 -2.15
N: -3.00 -0.22 -1.75
C: 1.53 0.36 4.07
C: 2.31 -2.85 0.16
H: 5.45 -0.67 -0.23
H: 0.79 -3.44 -6.70
H: 0.80 3.61 2.51
C: 2.41 -4.20 0.27
C: -0.32 -4.82 -5.42
C: -1.73 1.86 -4.76
H: -2.71 1.64 -4.36
N: 2.34 -2.29 1.40
H: 6.83 0.44 1.57
N: 1.14 4.33 -1.88
C: 5.10 1.75 1.77
C: -5.07 -5.34 -0.66
C: -0.60 4.77 -0.60
H: 1.04 -1.67 4.74
H: 1.37 -2.21 -4.37
H: -0.80 -5.58 -6.02
H: 1.98 5.42 6.06
N: -0.48 -4.87 -4.06
H: -2.95 -4.41 4.68
N: -3.60 -5.03 0.92
H: 3.11 0.35 -0.45
N: -0.15 1.44 -0.61
H: -3.82 5.95 0.27
H: -2.74 -3.17 0.26
C: 0.44 1.53 -5.31
C: -2.87 -1.05 -2.83
C: -3.51 -3.92 0.16
H: 6.00 1.05 -3.35
C: 0.77 4.69 -0.61
H: -4.83 3.58 -0.45
H: 0.09 -3.78 1.63
C: -3.11 4.87 2.02
N: 1.95 1.46 4.77

Summary:
Gap between HOMO and LUMO   7.6 eV
E_HOMO   -7.45 eV
E   -72240.398 eV
Lowest unoccupied orbital energy   0.14 eV